DFT (the ωB97M-V functional and the def2-TZVPD basis) results for a structure of composition C33H32AsBr2F6HfN6O4S at a distorted geometry.

Geometry as XYZ:
```
86
Properties=species:S:1:pos:R:3:forces:R:3:mulliken_spin:R:1
Hf -0.68884 -0.33026 -1.10517 -0.559 0.614 -0.601 0.002
O -3.00075 -0.77543 2.19159 0.271 -0.076 0.070 0.001
C -2.75374 -2.08015 2.50710 -0.100 0.032 0.021 0.004
C -3.75697 -2.93518 2.93871 -0.057 0.025 0.076 -0.003
C -3.45123 -4.24033 3.29511 -0.038 0.053 -0.036 0.005
C -2.14524 -4.70389 3.21399 -0.019 -0.099 0.089 0.001
C -1.15172 -3.85357 2.76527 0.030 -0.049 -0.159 0.002
C -1.44472 -2.54438 2.39022 0.084 0.014 -0.202 0.026
C -0.32771 -1.68043 1.85837 -0.025 0.089 0.099 -0.025
O -0.46921 -1.13738 0.61902 -0.361 -0.081 0.944 -0.017
N -0.14145 -0.54059 2.83906 -0.054 -0.340 -0.162 0.329
N -0.38816 0.62330 2.44422 -0.061 0.461 -0.109 0.063
C -0.40933 1.67358 3.25688 -0.004 0.107 0.116 0.079
C -0.71754 2.91892 2.69386 -0.130 -0.326 -0.360 0.113
Br -1.27620 2.87996 0.86393 -0.019 0.398 0.343 0.029
C -0.72716 4.16188 3.30286 0.037 0.092 0.123 0.124
C -0.12692 4.58047 4.52953 0.038 -0.062 -0.033 0.036
C -0.49587 5.85205 5.01903 -0.062 0.038 -0.031 0.094
C 0.10124 6.37521 6.14463 0.009 0.042 0.038 -0.040
C 1.09043 5.65012 6.80180 -0.017 0.036 0.014 0.118
C 1.46969 4.39078 6.33875 0.024 -0.041 0.019 -0.037
C 0.87405 3.85898 5.21896 -0.070 -0.011 -0.082 0.075
H -3.93480 -0.58933 2.32413 -0.165 0.034 -0.062 0.001
H -4.77625 -2.56547 2.99918 0.043 -0.063 0.024 0.000
H -4.23878 -4.89928 3.64006 0.027 0.049 -0.036 0.000
H -1.90969 -5.72306 3.49157 0.001 0.059 -0.013 0.000
H -0.13344 -4.21983 2.66990 -0.064 0.056 -0.002 0.000
H 0.57813 -2.28618 1.89133 0.277 0.097 0.093 0.007
H -0.01488 -0.76906 3.82491 0.010 -0.059 0.103 -0.019
H -0.25168 1.58765 4.32954 -0.016 -0.068 -0.029 0.010
H -1.23157 4.94683 2.74898 -0.025 -0.045 0.023 -0.003
H -1.26989 6.41198 4.50510 0.088 -0.014 -0.004 0.000
H -0.18384 7.35447 6.50524 -0.014 -0.037 0.003 0.000
H 1.58226 6.07449 7.66791 -0.030 -0.027 -0.008 0.004
H 2.25117 3.84122 6.84576 -0.008 0.017 0.008 0.000
H 1.21511 2.90644 4.83948 0.082 0.058 -0.009 0.012
C 2.89777 -4.33878 -6.95888 -0.037 0.025 0.076 0.000
C 2.45475 -3.92974 -5.58213 -0.008 -0.033 -0.059 0.000
C 3.25076 -3.10939 -4.78344 0.067 0.019 0.016 0.000
C 2.82016 -2.69700 -3.53435 -0.025 -0.059 0.144 0.000
C 1.57790 -3.12307 -3.08179 -0.067 0.172 -0.199 0.000
C 0.76262 -3.94938 -3.85030 0.011 -0.060 0.156 0.000
C 1.21554 -4.35104 -5.09094 0.046 -0.024 -0.124 0.000
S 0.95050 -2.47802 -1.59128 0.645 -0.048 -0.140 0.000
O 1.37148 -3.19645 -0.43311 0.021 -0.211 -0.067 0.001
O -0.52706 -2.33654 -1.81813 0.522 -0.542 -0.006 0.000
N 1.32610 -0.89949 -1.54582 0.604 -0.653 0.302 0.000
C 2.01451 -0.31753 -0.47705 0.503 -0.043 -0.102 -0.001
C 3.21633 -0.75760 0.06244 0.015 -0.193 -0.041 0.002
C 3.80976 0.02212 1.03253 0.050 0.038 0.036 0.000
C 3.20786 1.22170 1.40361 0.056 -0.072 0.056 0.006
C 1.99842 1.55408 0.83519 -0.222 0.330 0.056 -0.003
N 1.37831 0.78654 -0.06635 0.237 -0.411 -0.357 0.004
H 3.95140 -4.12375 -7.12282 0.001 -0.009 0.009 0.000
H 2.32066 -3.79983 -7.71240 0.006 0.002 -0.011 0.000
H 2.72731 -5.40235 -7.12161 0.017 -0.007 0.006 0.000
H 4.21648 -2.77685 -5.14602 -0.043 -0.049 -0.004 0.000
H 3.43711 -2.04899 -2.91986 -0.042 -0.001 -0.101 0.000
H -0.20246 -4.27142 -3.47568 0.036 0.045 -0.074 0.000
H 0.59254 -4.99005 -5.70620 0.024 0.002 0.052 0.000
H 3.65729 -1.68725 -0.27485 -0.011 0.076 0.022 0.000
H 4.74701 -0.28735 1.47846 -0.023 0.032 -0.023 0.000
H 3.67403 1.88336 2.12075 -0.031 0.001 -0.033 0.000
H 1.50213 2.48108 1.09300 -0.025 -0.039 0.015 -0.003
Br -3.20110 4.64265 -3.37907 -0.033 0.014 -0.004 0.000
C -1.62919 3.67243 -3.07165 -0.013 0.177 -0.066 0.000
C -0.39218 4.17686 -3.42738 0.099 -0.019 -0.038 0.000
C 0.72892 3.39265 -3.18780 0.006 0.200 -0.152 0.000
C 0.57754 2.16464 -2.58979 -0.186 0.026 0.034 -0.001
N -0.62306 1.69241 -2.20657 0.033 0.694 0.044 0.001
C -1.70914 2.43506 -2.46445 0.004 -0.151 0.149 0.000
H -0.30986 5.15109 -3.89029 0.017 -0.009 -0.002 0.000
H 1.71550 3.73563 -3.47042 -0.044 -0.016 0.011 0.000
H 1.42801 1.52972 -2.41144 0.076 -0.060 0.031 0.000
H -2.67314 2.04530 -2.17425 -0.036 -0.098 0.049 0.001
F -2.67580 0.42625 -0.45851 -0.189 -0.268 0.194 0.000
As -3.74403 -0.87825 -1.30302 -0.668 0.450 -0.144 0.000
F -2.66851 -1.97392 -0.52996 0.069 0.128 -0.296 0.000
F -2.41677 -0.55173 -2.53240 0.000 -0.480 0.369 0.000
F -4.41144 -2.05385 -2.28915 -0.044 -0.213 -0.241 0.000
F -4.57182 0.42172 -1.98356 -0.172 0.386 -0.320 0.000
F -4.84761 -0.99688 -0.04374 -0.168 0.052 0.531 0.000
N -0.18627 -0.48809 -3.90303 -0.249 -0.173 0.014 0.000
H -0.54230 -1.42744 -4.04791 -0.005 -0.080 -0.090 0.000
H 0.77295 -0.50232 -4.23450 0.065 0.055 0.037 0.000
H -0.71442 0.09452 -4.54489 -0.009 0.121 0.018 0.000
```
Positions in Å, forces in eV/Å.

For the LUMO energy (spin up / spin down), the calculation gives -0.2138 / -0.2873 hartree. The strongest force on any atom is 0.020 Eh/bohr. The energy is -10335.1572 Eh. Its charge is +2. The spin multiplicity is 2.

=====

DFT (the ωB97M-V functional and the def2-TZVPD basis) results for a structure of composition C33H32BrI2IrN6O2 at a distorted geometry.

Geometry as XYZ:
```
77
Properties=species:S:1:pos:R:3:forces:R:3:mulliken_spin:R:1
Ir 0.48308 -0.63672 -0.26978 0.641 1.075 -0.195 -0.018
I -6.10909 -3.08726 3.20793 -0.095 -0.044 0.069 0.170
C -4.62845 -2.20660 2.13623 -0.046 0.001 -0.023 0.251
C -4.82302 -1.94638 0.76043 0.066 -0.015 0.135 -0.023
C -3.81445 -1.37593 0.05026 0.337 0.121 0.061 0.110
I -4.10020 -1.02883 -1.97823 0.067 -0.010 0.047 0.010
C -2.52972 -1.03578 0.65824 -0.206 0.018 0.169 0.058
O -1.62070 -0.56201 -0.07890 -0.345 -0.021 -0.245 0.290
C -2.39037 -1.26594 2.09236 0.038 0.023 -0.259 0.115
C -1.14154 -0.92333 2.86328 0.134 -0.028 -0.164 -0.026
N -0.51984 0.31019 2.40702 -0.081 -0.008 0.040 0.006
C 0.54692 0.82230 3.22424 0.059 0.101 -0.145 0.000
C 1.86604 0.86140 2.44817 -0.372 -0.053 0.106 0.001
C 2.96996 1.67382 2.97441 0.092 -0.266 0.032 -0.001
C 4.16065 1.98661 2.38026 0.074 0.084 0.226 -0.001
C 4.47812 1.83153 1.02496 -0.255 0.212 -0.201 -0.003
C 3.56154 1.32058 -0.03092 0.079 -0.042 -0.091 0.002
N 1.95561 0.10519 1.43746 -0.763 -0.221 -0.527 -0.005
C -3.41998 -1.84458 2.77281 -0.188 0.020 -0.024 0.003
H -5.76048 -2.20302 0.28395 0.021 -0.016 0.064 0.001
H -0.42234 -1.74421 2.75032 0.049 0.034 -0.025 0.009
H -1.40200 -0.88682 3.92590 -0.059 -0.022 0.031 -0.002
H -1.19336 1.02590 2.17661 -0.047 0.005 0.048 0.001
H 0.71042 0.18449 4.10019 0.051 0.051 0.060 0.000
H 0.32587 1.82244 3.60384 0.062 0.022 -0.003 0.000
H 2.83853 2.02748 3.99620 -0.010 -0.159 -0.021 0.000
H 4.90303 2.46313 3.01123 -0.029 0.075 -0.096 0.000
H 5.47526 2.14364 0.71875 -0.072 0.087 0.109 0.000
H 4.12710 1.11946 -0.94210 0.056 -0.097 0.050 0.000
H -3.31840 -2.01652 3.83823 -0.045 -0.018 -0.045 0.001
Br 3.50940 6.53100 -0.68939 0.050 0.109 -0.012 0.000
C 2.57309 4.91430 -0.53563 -0.121 0.153 0.025 0.000
C 1.18317 4.89107 -0.53422 -0.070 -0.040 -0.007 0.000
C 0.52900 3.67925 -0.46121 -0.150 0.030 -0.012 -0.001
C 1.19313 2.44071 -0.36468 0.074 -0.407 0.138 0.001
O 0.40608 1.37184 -0.40883 -0.279 0.344 0.119 0.022
C 2.59766 2.48231 -0.28194 0.242 0.272 -0.093 -0.002
C 3.04527 -0.01701 0.47868 -0.354 -0.967 -0.216 0.002
N 2.40850 -0.86258 -0.50037 1.423 0.657 -1.266 0.013
C 2.86675 -2.16441 -0.69939 -0.246 0.265 0.329 -0.007
C 4.17208 -2.56852 -0.82477 0.084 0.055 -0.104 0.005
C 4.47517 -3.93255 -1.02594 -0.057 0.027 0.062 -0.002
C 3.48900 -4.87635 -1.08294 -0.053 -0.122 -0.030 0.004
C 2.13527 -4.49519 -0.91442 0.126 -0.183 -0.017 -0.001
C 1.05410 -5.40468 -0.87950 0.003 -0.038 -0.055 0.001
C -0.20817 -4.94197 -0.62743 -0.044 -0.105 -0.023 0.000
C -0.41289 -3.57335 -0.40658 -0.041 0.124 -0.021 0.006
N 0.56812 -2.68913 -0.45395 0.015 -0.211 0.106 -0.006
C 1.84243 -3.13912 -0.72171 -0.056 0.094 0.154 0.008
C 3.25402 3.73204 -0.41526 0.208 -0.407 0.116 0.000
H 0.62582 5.81714 -0.60128 -0.009 -0.060 -0.012 0.000
H -0.55476 3.63849 -0.47939 0.047 0.062 -0.020 0.000
H 3.89289 -0.54730 0.94357 -0.045 -0.059 0.113 -0.003
H 4.97468 -1.83925 -0.80448 -0.021 -0.045 -0.007 0.000
H 5.50873 -4.23166 -1.13478 0.003 0.021 -0.006 0.000
H 3.73096 -5.92035 -1.23428 -0.022 0.022 -0.012 0.000
H 1.23564 -6.46077 -1.04852 -0.007 0.064 0.044 0.000
H -1.05421 -5.61507 -0.58375 0.032 0.048 0.001 0.000
H -1.40460 -3.19710 -0.19231 0.011 0.014 0.012 0.004
H 4.34163 3.77288 -0.43671 -0.111 -0.047 -0.078 0.000
N -0.69487 0.54775 -5.42992 -0.061 -0.155 0.225 0.000
C -0.30364 -0.88953 -5.16789 -0.075 0.110 0.112 0.000
C 0.48544 -0.95395 -3.86735 0.303 0.075 0.054 -0.003
N -0.24603 -0.38299 -2.73482 -0.052 -0.666 1.531 0.005
C -0.67252 0.99518 -2.99906 0.131 0.130 -0.051 0.004
C -1.49568 1.10589 -4.27317 0.082 -0.148 0.010 0.001
H -1.21943 0.62394 -6.30105 -0.078 -0.016 -0.086 0.000
H 0.15088 1.10733 -5.55009 0.065 0.069 -0.071 0.000
H 0.27962 -1.25752 -6.00934 0.018 0.069 -0.029 0.000
H -1.22759 -1.46200 -5.10142 -0.064 0.029 -0.048 0.000
H 1.42070 -0.39696 -3.98261 0.019 -0.066 0.081 0.000
H 0.74923 -1.99125 -3.66617 -0.017 -0.001 0.042 0.000
H -1.06357 -0.95238 -2.51356 -0.154 0.061 -0.175 0.002
H 0.22274 1.61966 -3.07958 -0.034 -0.007 0.111 -0.001
H -1.25284 1.36914 -2.15854 0.033 -0.042 0.012 -0.002
H -1.76464 2.13727 -4.49236 0.078 0.006 -0.057 0.000
H -2.40445 0.51119 -4.20543 -0.038 -0.026 -0.072 0.000
```
Positions in Å, forces in eV/Å.

For the LUMO energy (spin up / spin down), the calculation gives -0.3910 / -0.3917 hartree. The strongest force on any atom is 0.039 Eh/bohr. The energy is -5028.4323 Eh. Its charge is +3. The spin multiplicity is 2.

=====

DFT (the ωB97M-V functional and the def2-TZVPD basis) results for a structure of composition C33H32GeN4O2OsS6 at a distorted geometry.

Geometry as XYZ:
```
79
Properties=species:S:1:pos:R:3:forces:R:3:mulliken_charge:R:1
Os -1.97717 -0.66257 -0.23478 0.003 -1.179 0.561 1.239
C -6.13236 0.52915 0.10418 0.008 0.020 -0.020 -2.057
C -4.64830 0.41247 0.17202 0.046 0.013 0.030 1.434
N -3.98171 -0.50779 -0.44877 -0.019 0.226 0.025 0.877
N -4.61323 -1.39402 -1.29251 -0.073 0.052 -0.029 -0.538
C -3.85931 -2.14810 -2.10680 -0.200 -0.092 -0.082 0.611
N -4.45951 -2.98317 -2.93471 0.059 0.052 0.084 -0.373
S -2.13892 -1.98101 -2.14073 -0.004 0.439 -0.043 -0.402
C -3.77521 1.33048 0.91535 -0.059 -0.070 0.003 0.643
C -4.22642 2.43255 1.61421 -0.013 -0.010 0.032 -0.835
C -3.30155 3.26780 2.23041 0.040 -0.013 -0.019 -0.868
C -1.95455 2.99365 2.09388 -0.041 0.022 -0.022 -1.052
C -1.55897 1.88323 1.36303 0.090 -0.006 0.010 0.066
N -2.44488 1.05472 0.81518 -0.200 -0.058 -0.301 0.128
H -6.60506 -0.43850 0.28954 0.002 0.009 0.014 0.522
H -6.44682 0.89514 -0.87695 0.000 0.001 0.000 0.399
H -6.51585 1.21281 0.85376 0.009 0.012 -0.005 0.395
H -5.62422 -1.43587 -1.29190 0.059 -0.016 0.033 0.214
H -5.46187 -3.07401 -3.00444 -0.013 0.006 -0.005 0.208
H -3.89781 -3.54541 -3.55532 0.013 -0.026 -0.020 0.243
H -5.28181 2.64910 1.68402 0.001 -0.011 0.000 0.338
H -3.63745 4.12747 2.79356 -0.001 -0.004 0.005 0.514
H -1.19741 3.62560 2.53529 -0.011 0.002 -0.006 0.557
H -0.51075 1.65785 1.20791 -0.033 0.002 -0.007 0.370
C -0.96409 -5.04117 1.78124 0.066 0.025 0.032 -0.816
S -0.75034 -4.17408 3.34418 0.069 0.008 -0.020 0.042
C -1.98501 -3.00308 3.50414 0.085 0.015 -0.184 0.412
C -2.96084 -2.53803 2.61507 0.037 -0.143 -0.023 -0.018
S -3.11595 -2.87997 0.98897 0.403 0.603 -0.347 -0.117
S -4.04855 -1.34440 3.28771 -0.116 0.173 0.020 0.020
C -3.28070 -1.13154 4.82685 -0.037 0.063 0.051 0.036
S -3.70699 -0.05483 5.94675 -0.003 0.012 -0.005 -0.098
S -1.97808 -2.28524 5.07501 -0.039 -0.017 -0.029 -0.043
H -0.21755 -5.83245 1.84587 -0.021 -0.020 -0.030 0.415
H -0.76102 -4.39846 0.92988 0.014 -0.057 0.035 0.212
H -1.95736 -5.47703 1.71004 -0.004 0.006 0.002 0.362
O -0.96329 -0.96307 1.54861 0.152 0.172 0.105 -0.490
C 0.18641 -0.94466 0.97012 -0.197 0.081 0.161 0.480
O 0.11012 -0.66662 -0.26023 -0.136 -0.257 -0.095 -0.695
C 1.45794 -1.25608 1.66105 0.015 -0.052 0.020 -0.677
C 2.59127 -0.27015 1.35491 0.158 0.033 -0.070 -1.384
Ge 2.89966 0.50107 -0.46520 -0.484 -0.215 0.130 1.131
C 2.74325 -0.74969 -1.95611 0.037 0.024 -0.013 0.233
C 2.41253 -2.09888 -1.83869 -0.028 0.000 0.044 -0.205
C 2.37905 -2.92980 -2.95017 0.010 0.005 -0.030 -0.809
C 2.67022 -2.41962 -4.20869 -0.006 0.000 0.031 -0.512
C 3.00848 -1.08148 -4.34538 -0.004 0.009 0.035 -0.772
C 3.05432 -0.26055 -3.22547 -0.022 0.042 -0.038 -0.315
C 1.60009 1.97378 -0.62695 0.092 -0.016 -0.015 0.224
C 0.64922 2.02263 -1.64786 -0.008 -0.018 0.024 -0.245
C -0.23357 3.09085 -1.75576 -0.009 0.016 0.021 -0.700
C -0.17230 4.14108 -0.84601 -0.025 -0.026 -0.009 -0.539
C 0.76617 4.11082 0.17593 0.018 -0.045 -0.005 -1.096
C 1.63867 3.03127 0.28544 -0.033 0.009 -0.003 -0.224
C 4.69452 1.19687 -0.44329 0.108 0.096 0.030 0.243
C 5.75026 0.28518 -0.39360 0.085 0.113 0.001 -0.580
C 7.06363 0.73095 -0.38004 -0.034 -0.009 0.004 -0.736
C 7.33225 2.09314 -0.42134 -0.013 0.011 0.001 -0.538
C 6.28995 3.00672 -0.48176 0.009 -0.019 0.003 -0.721
C 4.97443 2.56062 -0.49174 0.121 -0.051 -0.039 -0.274
H 1.72549 -2.26420 1.32631 0.037 0.014 -0.018 0.347
H 1.25523 -1.32964 2.73159 -0.013 0.011 -0.016 0.372
H 3.52944 -0.72753 1.67351 -0.005 0.012 -0.035 0.448
H 2.46807 0.61164 1.99019 0.019 0.010 -0.005 0.517
H 2.19026 -2.52845 -0.86831 0.004 0.023 0.030 0.238
H 2.14429 -3.98073 -2.83368 -0.003 0.004 0.000 0.449
H 2.65201 -3.06640 -5.07609 -0.001 -0.002 0.004 0.431
H 3.25253 -0.68004 -5.32019 0.006 0.006 0.005 0.433
H 3.34879 0.77715 -3.34889 0.004 -0.006 0.001 0.440
H 0.61404 1.22438 -2.38166 -0.004 -0.014 -0.014 0.453
H -0.94533 3.12416 -2.57222 0.004 0.000 0.006 0.504
H -0.83713 4.98978 -0.94888 0.005 -0.005 -0.004 0.490
H 0.84017 4.93813 0.87131 0.001 0.002 0.003 0.554
H 2.37698 3.03644 1.08109 0.007 -0.001 0.003 0.467
H 5.55480 -0.78238 -0.38150 -0.010 -0.008 0.005 0.375
H 7.87641 0.01764 -0.34417 0.010 0.007 0.000 0.425
H 8.35646 2.44150 -0.41355 0.002 0.001 -0.002 0.399
H 6.49935 4.06733 -0.52684 0.016 0.003 0.003 0.431
H 4.17249 3.28558 -0.55692 -0.004 0.003 -0.001 0.385
```
Positions in Å, forces in eV/Å.

For the LUMO energy (spin up / spin down), the calculation gives -0.2853 / -0.2851 hartree. The strongest force on any atom is 0.025 Eh/bohr. The energy is -6202.4126 Eh. Its charge is +2. The spin multiplicity is 1.